DFT (wB97M-V/def2-TZVPD) results for C21H27ClN6O3 in the gas phase.

Structure (SMILES): Cn1c(=O)c2c(nc(NCCCN3CCOCC3)n2Cc2cccc(Cl)c2)n(C)c1=O
Relative energy (zero: lowest compared OMol25 entry of this formula, charge and spin) in kJ/mol: 3.8

Atoms and positions in Å:
C  -1.727  -5.435  -0.628
N  -1.227  -4.113  -0.291
C  -1.870  -3.011  -0.871
O  -2.813  -3.142  -1.637
C  -1.277  -1.794  -0.445
C  -0.206  -1.735  0.427
N  0.156  -0.456  0.677
C  -0.693  0.281  -0.034
N  -0.733  1.625  -0.027
C  0.320  2.442  0.529
C  1.223  3.040  -0.553
C  2.141  1.968  -1.145
N  3.102  1.537  -0.146
C  4.332  2.307  -0.175
C  5.195  1.907  1.022
O  5.488  0.531  1.003
C  4.299  -0.225  1.007
C  3.407  0.118  -0.186
N  -1.576  -0.469  -0.745
C  -2.643  -0.022  -1.604
C  -3.631  0.854  -0.876
C  -4.128  2.010  -1.464
C  -5.038  2.803  -0.786
C  -5.454  2.461  0.488
C  -4.954  1.307  1.072
Cl  -5.464  0.864  2.661
C  -4.052  0.501  0.399
N  0.356  -2.862  0.936
C  1.474  -2.791  1.851
C  -0.152  -4.096  0.582
O  0.320  -5.123  1.023
H  -0.936  -6.023  -1.094
H  -2.559  -5.303  -1.315
H  -2.056  -5.948  0.276
H  -1.365  2.069  -0.674
H  -0.143  3.241  1.116
H  0.916  1.804  1.181
H  0.613  3.484  -1.343
H  1.829  3.829  -0.108
H  2.638  2.353  -2.050
H  1.534  1.109  -1.440
H  4.095  3.370  -0.112
H  4.900  2.126  -1.106
H  6.155  2.426  0.999
H  4.661  2.163  1.949
H  4.605  -1.272  0.974
H  3.739  -0.034  1.935
H  2.471  -0.437  -0.103
H  3.925  -0.165  -1.120
H  -3.142  -0.929  -1.967
H  -2.229  0.511  -2.469
H  -3.810  2.287  -2.459
H  -5.424  3.698  -1.251
H  -6.159  3.077  1.024
H  -3.680  -0.398  0.864
H  1.398  -3.617  2.556
H  1.432  -1.832  2.362
H  2.418  -2.875  1.309

Here are the Löwdin charges for atoms 1 to 5, given in e: atom 1 (C): -0.01, atom 2 (N): 0.03, atom 3 (C): -0.37, atom 4 (O): 0.05, atom 5 (C): -0.07

***

DFT (wB97M-V/def2-TZVPD) results for 2 unconnected molecules or ions with the total composition C21H27F12N2O4.

Charge: +1

Atoms and positions in Å:
C  -1.436  0.564  2.993
C  -0.842  0.925  1.813
C  -1.277  0.139  0.562
C  -2.490  0.423  -0.127
C  -3.618  1.460  0.121
C  -4.461  1.611  -1.226
C  -5.157  3.040  -1.368
C  -6.749  2.864  -1.423
O  -7.274  3.451  -0.188
C  -7.031  2.527  0.837
O  -7.566  1.453  0.893
N  -2.548  -0.538  -1.197
C  -1.439  -1.308  -1.096
C  -1.291  -2.446  -2.150
C  -1.899  -3.809  -1.585
C  -3.054  -4.230  -2.539
F  -2.627  -4.327  -3.842
F  -4.108  -3.341  -2.461
F  -3.550  -5.459  -2.165
N  -0.577  -0.965  -0.058
C  0.661  -1.621  0.314
F  1.123  -1.266  1.548
F  0.343  -2.980  0.433
C  1.850  -1.535  -0.742
F  3.051  -1.525  -0.066
F  1.848  -2.728  -1.452
C  1.847  -0.300  -1.722
F  0.943  -0.424  -2.769
F  3.087  -0.318  -2.343
C  1.719  1.131  -1.045
F  0.515  1.727  -1.358
F  2.661  1.945  -1.636
F  1.991  1.154  0.284
H  -2.429  0.041  3.034
H  -0.949  0.788  3.976
H  -0.119  1.776  1.784
H  -4.314  1.097  0.933
H  -3.260  2.473  0.432
H  -3.766  1.512  -2.109
H  -5.209  0.762  -1.251
H  -4.864  3.466  -2.371
H  -4.829  3.780  -0.595
H  -7.118  3.425  -2.315
H  -7.059  1.790  -1.528
H  -6.288  2.781  1.647
H  -3.273  -0.674  -1.905
H  -1.907  -2.123  -3.040
H  -0.248  -2.568  -2.540
H  -2.283  -3.640  -0.549
H  -1.080  -4.568  -1.566
C  8.606  0.504  1.679
O  7.804  -0.638  1.940
C  7.053  -0.512  3.143
C  5.593  -0.213  2.849
O  5.430  1.099  2.316
C  5.197  1.089  0.919
H  9.039  0.393  0.684
H  8.014  1.423  1.702
H  9.419  0.568  2.408
H  7.484  0.252  3.797
H  7.118  -1.475  3.660
H  5.032  -0.245  3.789
H  5.169  -0.966  2.177
H  4.210  0.670  0.709
H  5.963  0.519  0.387
H  5.220  2.120  0.562

Here are the Löwdin charges for atoms 1 to 5, given in e: atom 1 (C): 0.06, atom 2 (C): -0.10, atom 3 (C): -0.10, atom 4 (C): -0.09, atom 5 (C): -0.10

***

DFT (wB97M-V/def2-TZVPD) results for a molecular structure, C21H27FN4OS.

Relative energy (zero: lowest compared OMol25 entry of this formula, charge and spin) in kJ/mol: 2131.2

Atoms and positions in Å:
C  5.089  -5.424  -0.740
C  3.646  -5.596  -0.296
H  2.807  -5.481  -1.078
H  3.607  -6.715  0.051
C  3.510  -4.761  0.713
N  2.139  -5.006  1.439
C  2.122  -5.728  2.783
C  2.306  -5.043  3.812
C  2.276  -5.968  5.071
H  2.592  -5.282  6.003
H  2.833  -6.816  5.111
H  1.230  -6.446  5.235
H  1.794  -4.100  3.897
H  3.262  -4.563  3.851
H  2.584  -6.669  2.417
H  0.991  -6.110  2.871
C  1.313  -3.744  1.319
H  1.715  -2.917  1.797
C  0.618  -3.534  -0.191
N  -0.105  -2.421  -0.118
C  0.405  -1.270  -0.649
O  1.540  -1.098  -0.702
C  -0.666  -0.116  -0.463
C  -0.270  1.196  -0.613
C  -1.606  1.915  -0.888
C  -2.616  1.380  -0.415
N  -3.446  2.218  -0.413
N  -3.374  3.370  -0.638
C  -1.814  3.355  -0.742
C  -1.163  4.670  -1.159
C  0.042  4.770  -0.963
C  0.815  5.919  -1.407
C  0.043  7.013  -1.891
C  -1.143  6.832  -2.220
C  -1.823  5.636  -1.826
H  -3.141  5.488  -1.934
H  -1.870  7.573  -2.812
H  0.612  7.989  -1.938
H  1.819  6.066  -1.032
F  0.814  3.753  -0.151
C  -4.916  2.013  0.040
H  -5.354  1.078  -0.507
H  -5.458  2.732  -0.096
H  -4.930  1.461  0.939
S  -2.314  -0.499  -0.202
H  0.721  1.678  -1.110
H  -0.955  -2.378  0.101
H  0.349  -4.276  -0.580
H  1.540  -3.398  -0.811
H  0.262  -4.165  2.003
H  4.058  -4.954  1.668
H  3.439  -3.761  0.527
H  5.701  -5.538  -0.156
H  5.369  -6.062  -1.575
H  5.226  -4.315  -1.114

Here are the Löwdin charges for atoms 1 to 5, given in e: atom 1 (C): -0.06, atom 2 (C): -0.29, atom 3 (H): 0.15, atom 4 (H): 0.16, atom 5 (C): -0.28

***

DFT (wB97M-V/def2-TZVPD) results for a molecular structure, C21H27FN4OS.

Relative energy (zero: lowest compared OMol25 entry of this formula, charge and spin) in kJ/mol: 2099.8

Atoms and positions in Å:
C  0.220  2.418  1.743
C  -0.606  2.472  0.463
H  -0.684  1.422  -0.068
H  -1.616  2.889  0.584
C  0.002  3.683  -0.512
N  1.236  2.937  -1.383
C  1.187  3.042  -2.800
C  -0.243  2.086  -3.398
C  -0.402  2.233  -4.923
H  -1.139  1.533  -5.141
H  0.590  1.812  -5.565
H  -0.664  3.247  -5.272
H  -1.150  2.420  -2.704
H  0.148  0.927  -3.163
H  1.800  2.713  -3.342
H  0.920  4.022  -3.173
C  2.577  3.147  -0.821
H  2.590  3.388  0.110
C  3.233  1.678  -1.139
N  2.741  0.607  -0.629
C  1.946  -0.147  -1.459
O  2.438  -0.355  -2.739
C  1.057  -1.192  -0.877
C  0.803  -1.332  0.439
C  -0.641  -2.277  0.455
C  -0.761  -2.849  -0.611
N  -1.639  -3.607  -0.336
N  -2.033  -3.961  0.721
C  -1.088  -2.940  1.492
C  -1.290  -2.947  3.013
C  -1.059  -1.886  3.647
C  -1.225  -1.726  5.084
C  -1.636  -2.976  5.739
C  -2.009  -3.922  5.078
C  -1.850  -3.964  3.657
H  -2.184  -5.057  2.925
H  -2.594  -4.856  5.492
H  -1.500  -3.029  6.835
H  -0.816  -0.951  5.607
F  -0.403  -0.748  2.977
C  -2.180  -4.585  -1.341
H  -1.322  -5.164  -2.135
H  -2.783  -3.811  -2.210
H  -2.949  -5.066  -0.886
S  0.131  -2.063  -2.078
H  0.992  -0.803  1.483
H  2.267  0.785  0.472
H  4.319  1.905  -0.407
H  3.411  1.529  -2.236
H  3.097  3.920  -1.650
H  -0.700  3.872  -1.352
H  0.459  4.368  -0.119
H  -0.029  3.320  2.271
H  -0.247  1.726  2.456
H  1.277  2.113  1.722

Here are the Löwdin charges for atoms 1 to 5, given in e: atom 1 (C): -0.13, atom 2 (C): -0.19, atom 3 (H): 0.13, atom 4 (H): 0.09, atom 5 (C): 0.00

***

DFT (wB97M-V/def2-TZVPD) results for C21H27N3O4 in the gas phase.

Structure (SMILES): COc1cccc(CCNC(=O)C[C@H]2C(=O)NCCN2Cc2ccc(C)o2)c1
Relative energy (zero: lowest compared OMol25 entry of this formula, charge and spin) in kJ/mol: 118.6

Atoms and positions in Å:
C  -0.652  -2.823  -2.533
O  0.456  -2.085  -2.080
C  0.906  -2.301  -0.808
C  0.297  -3.145  0.110
C  0.830  -3.252  1.385
C  1.950  -2.533  1.745
C  2.581  -1.696  0.826
C  3.822  -0.963  1.270
C  4.206  0.261  0.443
N  3.111  1.198  0.359
C  2.760  1.788  -0.795
O  3.406  1.707  -1.822
C  1.455  2.574  -0.706
C  0.274  1.654  -0.299
C  0.007  1.822  1.192
O  0.831  1.478  2.029
N  -1.136  2.418  1.564
C  -2.208  2.841  0.692
C  -1.656  3.016  -0.728
N  -0.864  1.894  -1.164
C  -1.587  0.706  -1.576
C  -2.307  -0.045  -0.495
C  -1.881  -0.682  0.633
C  -3.044  -1.189  1.268
C  -4.101  -0.831  0.486
C  -5.561  -1.076  0.619
O  -3.659  -0.132  -0.585
C  2.053  -1.591  -0.448
H  -0.809  -2.517  -3.566
H  -1.552  -2.600  -1.949
H  -0.456  -3.900  -2.501
H  -0.587  -3.708  -0.144
H  0.353  -3.903  2.103
H  2.347  -2.621  2.745
H  4.663  -1.663  1.260
H  3.673  -0.648  2.307
H  5.074  0.743  0.911
H  4.487  -0.010  -0.579
H  2.482  1.256  1.157
H  1.245  2.986  -1.693
H  1.577  3.394  0.005
H  0.593  0.617  -0.448
H  -1.288  2.483  2.561
H  -3.015  2.100  0.702
H  -2.612  3.789  1.061
H  -1.011  3.899  -0.752
H  -2.479  3.168  -1.428
H  -0.858  0.050  -2.060
H  -2.326  1.009  -2.323
H  -0.874  -0.790  0.981
H  -3.080  -1.747  2.181
H  -5.757  -1.625  1.535
H  -5.929  -1.653  -0.229
H  -6.107  -0.133  0.642
H  2.505  -0.966  -1.202

Here are the Löwdin charges for atoms 1 to 5, given in e: atom 1 (C): -0.09, atom 2 (O): -0.10, atom 3 (C): -0.28, atom 4 (C): -0.05, atom 5 (C): -0.08

***

DFT (wB97M-V/def2-TZVPD) results for C21H27N3O5 in the gas phase.

Structure (SMILES): CC(C)[C@H](NC(=O)OCc1ccccc1)C(=O)OCC(=O)NC1(C#N)CCCC1
Relative energy (zero: lowest compared OMol25 entry of this formula, charge and spin) in kJ/mol: 145.0

Atoms and positions in Å:
C  0.613  3.663  -0.232
C  2.053  3.591  0.265
C  2.944  4.514  -0.566
C  2.632  2.163  0.234
N  2.537  1.528  -1.067
C  1.494  0.738  -1.393
O  0.474  0.640  -0.745
O  1.721  0.101  -2.553
C  0.682  -0.755  -3.011
C  0.541  -2.049  -2.245
C  -0.407  -2.966  -2.688
C  -0.589  -4.164  -2.024
C  0.173  -4.460  -0.905
C  1.117  -3.552  -0.462
C  1.306  -2.353  -1.130
C  2.048  1.183  1.262
O  2.391  0.029  1.300
O  1.216  1.755  2.119
C  0.690  0.953  3.170
C  -0.767  0.510  2.963
O  -1.495  0.356  3.920
N  -1.115  0.278  1.689
C  -2.459  -0.161  1.333
C  -3.415  0.819  1.819
N  -4.191  1.593  2.145
C  -2.595  -0.314  -0.201
C  -3.085  -1.744  -0.439
C  -2.530  -2.515  0.754
C  -2.781  -1.560  1.915
H  0.248  4.683  -0.147
H  0.552  3.364  -1.276
H  -0.034  3.017  0.353
H  2.079  3.917  1.309
H  2.941  4.208  -1.609
H  2.575  5.535  -0.510
H  3.969  4.503  -0.202
H  3.699  2.225  0.484
H  3.349  1.487  -1.661
H  0.935  -0.962  -4.055
H  -0.272  -0.212  -2.979
H  -1.002  -2.733  -3.560
H  -1.328  -4.868  -2.378
H  0.028  -5.393  -0.383
H  1.714  -3.770  0.411
H  2.048  -1.660  -0.761
H  1.305  0.053  3.286
H  0.733  1.550  4.083
H  -0.458  0.412  0.930
H  -3.276  0.429  -0.616
H  -1.616  -0.170  -0.654
H  -2.737  -2.140  -1.391
H  -4.176  -1.778  -0.425
H  -3.015  -3.479  0.897
H  -1.459  -2.678  0.623
H  -2.174  -1.765  2.793
H  -3.831  -1.593  2.212

Here are the Löwdin charges for atoms 1 to 5, given in e: atom 1 (C): -0.05, atom 2 (C): -0.36, atom 3 (C): -0.07, atom 4 (C): -0.17, atom 5 (N): 0.16

***

Number 1: HOMO-LUMO gap 0.3023 Eh. Number 2: HOMO-LUMO gap 0.2663 Eh. Number 3: HOMO-LUMO gap 0.3032 Eh. Number 4: HOMO-LUMO gap 0.2814 Eh. Number 5: HOMO-LUMO gap 0.3261 Eh. Number 6: HOMO-LUMO gap 0.3623 Eh.